# 1
Molecular formula: C27H33F7MgN7O15S
Method: DFT, the ωB97M-V functional and the def2-TZVPD basis

Summary:
Kohn-Sham gap (hartree): 0.10461
Charge: +1
Spin multiplicity: 1
HOMO (eV): -11.90
F_max (eV Å⁻¹): 4.3

XYZ file:
```
91
C27H33F7MgN7O15S the ωB97M-V functional and the def2-TZVPD basis
Mg 0.565 1.571 -3.902
C -2.547 -0.898 1.071
F -2.014 -2.057 0.681
F -3.541 -0.610 0.253
F -3.048 -0.948 2.280
S -1.109 0.414 0.952
O 0.081 -0.042 1.707
O -0.775 0.536 -0.470
O -1.766 1.603 1.569
C -6.869 4.974 1.174
C -6.544 4.172 -0.029
O -6.258 5.136 -0.994
C -6.701 6.345 -0.602
O -6.742 7.279 -1.374
O -7.192 6.285 0.682
F -7.604 3.360 -0.222
H -6.071 5.144 1.896
H -7.763 4.599 1.673
H -5.633 3.610 0.175
C 6.800 -0.904 2.883
C 7.325 -1.237 1.527
O 8.526 -0.497 1.546
C 8.610 0.322 2.595
O 9.463 1.133 2.779
O 7.662 0.044 3.437
F 6.527 -0.789 0.605
H 6.854 -1.719 3.604
H 5.753 -0.601 2.919
H 7.444 -2.310 1.375
C 3.472 4.832 1.524
C 3.931 4.979 3.051
O 3.329 6.197 3.425
C 2.991 6.892 2.335
O 2.664 8.078 2.324
O 3.233 6.166 1.185
F 5.264 5.108 2.909
H 2.561 4.241 1.429
H 4.262 4.387 0.920
H 3.782 4.029 3.563
C 1.878 -6.818 1.660
C 2.201 -5.512 0.922
O 1.676 -5.645 -0.390
C 1.373 -6.976 -0.604
O 0.979 -7.327 -1.690
O 1.620 -7.695 0.580
F 3.534 -5.498 0.875
H 0.935 -6.754 2.203
H 2.659 -7.068 2.378
H 1.754 -4.675 1.457
C 2.592 -4.212 -6.491
C 2.060 -3.134 -5.587
N 1.660 -2.255 -4.940
H 3.601 -4.404 -6.127
H 2.725 -3.847 -7.510
H 2.006 -5.127 -6.409
C -1.155 -0.703 6.930
C -0.754 -1.948 6.244
N -0.503 -2.941 5.710
H -2.114 -0.375 6.528
H -0.407 0.076 6.778
H -1.052 -0.936 7.989
C -5.216 0.923 -7.692
C -4.211 1.032 -6.658
N -3.373 1.147 -5.868
H -4.890 0.269 -8.500
H -5.295 1.883 -8.202
H -6.111 0.523 -7.214
C -4.320 -6.030 -2.557
C -4.937 -7.274 -3.125
N -5.404 -8.225 -3.558
H -4.000 -6.261 -1.541
H -5.048 -5.220 -2.513
H -3.522 -5.693 -3.218
C 7.438 1.796 -3.777
C 5.976 1.938 -3.537
N 4.834 2.007 -3.246
H 7.721 2.543 -4.520
H 7.452 0.882 -4.370
H 8.072 1.666 -2.900
C -5.972 -4.165 5.723
C -5.607 -5.173 4.737
N -5.316 -5.968 3.920
H -6.967 -4.529 5.977
H -5.986 -3.121 5.409
H -5.434 -4.259 6.667
C -1.173 7.814 -1.832
C -0.658 6.565 -2.453
N -0.251 5.591 -2.964
H -2.085 7.998 -2.401
H -0.526 8.681 -1.969
H -1.382 7.614 -0.781
```


# 2
Molecular formula: C30H60P2Si2Ti
Method: DFT, the ωB97M-V functional and the def2-TZVPD basis

Summary:
Kohn-Sham gap (spin up / spin down) (hartree): 0.18216 / 0.18219
Charge: +2
Spin multiplicity: 1
HOMO (spin up / spin down) (eV): -12.47 / -12.47
F_max (eV Å⁻¹): 7.0

XYZ file:
```
95
C30H60P2Si2Ti the ωB97M-V functional and the def2-TZVPD basis
Ti -0.219 1.467 -0.254
C 2.041 1.085 1.033
C 2.027 1.626 -0.308
C 0.957 3.130 1.123
C 1.399 2.009 1.895
C 1.413 2.954 -0.234
C 2.855 -0.068 1.490
H 3.364 -0.555 0.654
H 2.229 -0.820 1.985
H 3.623 0.232 2.221
C 1.358 1.958 3.375
H 1.601 0.958 3.751
H 0.372 2.247 3.767
H 2.083 2.664 3.814
C 0.443 4.394 1.709
H 1.151 4.769 2.461
H -0.520 4.252 2.213
H 0.329 5.155 0.935
C 1.550 4.051 -1.230
H 2.099 4.872 -0.745
H 0.608 4.482 -1.601
H 2.142 3.725 -2.084
C 2.925 1.148 -1.385
H 3.962 1.430 -1.148
H 2.690 1.608 -2.353
H 2.882 0.054 -1.479
C 1.223 -4.417 1.190
C 2.521 -4.744 1.125
C 3.346 -4.669 -0.117
C 2.602 -5.156 -1.399
C 2.133 -4.075 -2.303
C 1.823 -2.803 -1.894
C 1.358 -2.551 -0.473
C 0.507 -3.729 0.063
H 4.234 -5.286 0.017
H 1.766 -5.843 -1.155
H 3.759 -3.670 -0.278
H 0.243 -4.415 -0.753
H 0.589 -4.630 2.053
H 3.028 -5.078 2.031
H -0.469 -3.356 0.419
H 2.235 -2.381 0.161
H 2.372 -1.962 -2.359
H 0.765 -1.613 -0.406
H 3.325 -5.768 -1.966
H 2.147 -4.328 -3.365
P -0.085 -1.572 -2.680
C -1.088 -3.125 -2.927
C 0.483 -1.565 -4.454
P -1.028 1.349 -2.327
C -1.515 -0.454 -2.470
C 0.284 1.624 -3.580
C -2.430 2.176 -3.121
H -1.895 -3.219 -2.193
H -0.473 -4.026 -2.904
H -1.544 -3.082 -3.918
H -0.320 -1.946 -5.089
H 1.336 -2.244 -4.561
H 0.765 -0.566 -4.783
H -2.394 1.923 -4.188
H -2.322 3.253 -2.984
H -3.366 1.839 -2.667
H -2.034 -0.791 -1.557
H -2.200 -0.586 -3.314
H 0.590 2.673 -3.537
H -0.134 1.432 -4.570
H 1.184 1.023 -3.434
C -3.153 -1.289 2.882
Si -1.586 -0.234 2.836
C -1.595 0.690 4.486
C -0.134 -1.431 2.895
C -1.543 0.744 1.200
Si -2.748 2.203 1.174
C -3.023 3.185 2.761
C -2.106 3.438 -0.077
C -4.458 1.554 0.658
H -2.993 -2.108 3.599
H -3.369 -1.738 1.904
H -4.033 -0.725 3.221
H -2.380 0.239 5.115
H -0.641 0.531 5.008
H -1.789 1.766 4.434
H -0.462 -2.327 3.444
H 0.189 -1.736 1.888
H 0.718 -1.002 3.439
H -1.848 0.061 0.372
H -2.089 3.483 3.252
H -3.546 4.124 2.528
H -3.646 2.650 3.490
H -2.863 3.530 -0.871
H -1.967 4.417 0.414
H -1.120 3.223 -0.613
H -4.405 0.593 0.130
H -5.141 1.429 1.513
H -4.951 2.261 -0.023
```


# 3
Molecular formula: C4H3O4
Method: DFT, the ωB97M-V functional and the def2-TZVPD basis

Summary:
Energy above the lowest of the compared OMol25 structures with the same formula, charge and spin (kcal per mole): 0.0
Kohn-Sham gap (hartree): 0.26733
Charge: -1
Spin multiplicity: 1
HOMO (eV): -3.31
F_max (eV Å⁻¹): 1.5

XYZ file:
```
11
C4H3O4 the ωB97M-V functional and the def2-TZVPD basis
C 0.214 0.071 0.032
C -0.389 1.250 -0.001
C -1.918 -0.749 -0.004
C 1.699 -0.150 0.002
O -0.358 2.447 -0.005
O -2.733 -1.650 -0.031
O -0.581 -1.080 0.041
O -2.138 0.501 -0.014
H 1.914 -1.118 0.457
H 2.217 0.635 0.551
H 2.072 -0.157 -1.028
```


# 4
Molecular formula: C9H11O4P
Method: DFT, the ωB97M-V functional and the def2-TZVPD basis

Summary:
Energy above the lowest of the compared OMol25 structures with the same formula, charge and spin (kcal per mole): 4.5
Kohn-Sham gap (hartree): 0.20284
Charge: -2
Spin multiplicity: 1
HOMO (eV): 0.25
F_max (eV Å⁻¹): 3.6

XYZ file:
```
25
C9H11O4P the ωB97M-V functional and the def2-TZVPD basis
C -2.216 -2.192 -0.918
C -1.761 -2.075 0.371
C -1.839 -1.244 -1.869
C -0.795 -1.130 0.689
C -0.871 -0.298 -1.611
C -0.297 -0.261 -0.309
C 0.779 1.532 2.333
C 0.089 2.499 -0.550
C 0.890 0.463 0.078
O 3.685 0.062 -0.674
O 2.055 -1.789 -1.016
O 2.664 -1.075 1.422
O 1.060 1.555 -0.724
P 2.551 -0.709 -0.045
H -2.954 -2.939 -1.091
H -2.129 -2.813 1.059
H -2.109 -1.605 -2.899
H -0.143 -1.245 1.680
H -0.843 0.497 -2.347
H 0.076 0.918 2.868
H 0.686 2.566 2.507
H 1.838 1.205 2.469
H 0.176 2.843 0.572
H -0.918 2.012 -0.663
H 0.327 3.224 -1.331
```


# 5
Molecular formula: C17H51O11Ti2
Method: DFT, the ωB97M-V functional and the def2-TZVPD basis

Summary:
Kohn-Sham gap (spin up / spin down) (hartree): 0.21360 / 0.30950
Charge: +1
Spin multiplicity: 7
HOMO (spin up / spin down) (eV): -8.52 / -11.34
F_max (eV Å⁻¹): 2.0

XYZ file:
```
81
C17H51O11Ti2 the ωB97M-V functional and the def2-TZVPD basis
Ti -2.908 -1.582 -1.829
Ti -3.844 -0.636 1.864
C -0.507 0.693 0.687
C -1.090 -0.446 -0.126
O -0.790 -0.622 -1.328
O -2.026 -1.155 0.357
H -0.481 0.451 1.748
H -1.144 1.557 0.507
H 0.517 0.876 0.365
C 1.479 -0.786 3.149
O 0.817 -0.157 4.225
H 0.775 -1.247 2.454
H 2.065 -0.035 2.612
H 2.156 -1.586 3.465
H 1.487 0.191 4.819
C 0.182 0.471 -4.729
O 0.242 0.966 -3.393
H -0.839 0.174 -4.977
H 0.531 1.275 -5.373
H 0.879 -0.362 -4.861
H -0.084 0.287 -2.789
C 1.097 -3.450 0.337
O 1.345 -2.531 -0.714
H 0.153 -3.252 0.853
H 1.008 -4.477 -0.035
H 1.912 -3.461 1.062
H 0.526 -2.057 -0.894
C 4.013 3.242 -1.075
C 3.012 2.167 -1.434
O 2.149 2.731 -2.421
H 4.783 3.314 -1.849
H 4.596 3.059 -0.169
H 3.591 4.242 -0.989
H 2.424 1.873 -0.556
H 3.537 1.311 -1.867
H 1.471 2.059 -2.618
C -3.823 2.660 0.855
C -3.117 2.772 2.200
O -3.094 1.458 2.813
H -3.534 1.755 0.316
H -3.502 3.518 0.264
H -4.898 2.670 1.031
H -3.596 3.445 2.909
H -2.092 3.115 2.036
H -2.439 1.445 3.519
C -0.160 -4.949 -3.123
C -0.968 -3.693 -3.435
O -2.280 -3.846 -2.896
H 0.882 -4.836 -3.437
H -0.530 -5.810 -3.683
H -0.142 -5.149 -2.054
H -0.902 -3.463 -4.499
H -0.483 -2.896 -2.866
H -2.763 -4.509 -3.404
C -0.971 3.941 -1.140
C -2.101 4.935 -1.227
O -2.484 5.338 0.105
H -0.024 4.329 -0.772
H -0.805 3.556 -2.149
H -1.254 3.095 -0.508
H -3.006 4.564 -1.715
H -1.755 5.831 -1.751
H -2.865 6.216 0.025
C 4.879 0.276 0.603
C 3.776 -0.792 0.565
O 4.028 -1.693 -0.507
H 4.551 0.972 1.381
H 5.008 0.800 -0.338
H 5.812 -0.172 0.940
H 2.842 -0.255 0.352
H 3.676 -1.383 1.479
H 3.222 -2.227 -0.550
C -1.620 -3.411 3.498
C -1.910 -2.012 3.995
O -3.301 -1.681 3.767
H -2.095 -4.207 4.077
H -0.567 -3.639 3.700
H -1.808 -3.539 2.432
H -1.314 -1.261 3.479
H -1.697 -1.973 5.064
H -3.812 -2.394 4.172
```


# 6
Molecular formula: C39H71NO14S
Method: DFT, the ωB97M-V functional and the def2-TZVPD basis

Summary:
SMILES: CCCCCCCCCCCc1c(CCCO)c(S(C)(=O)=O)c(C)c2c1C(=O)c1ccc(N=C=O)cc1C2=O.CO.CO.CO.CO.CO.CO.CO.CO
Kohn-Sham gap (hartree): 0.28770
Charge: 0
Spin multiplicity: 1
HOMO (eV): -8.80
F_max (eV Å⁻¹): 3.6

XYZ file:
```
126
C39H71NO14S the ωB97M-V functional and the def2-TZVPD basis
C -1.858 4.331 5.886
C -2.599 5.511 5.137
C -2.753 5.301 3.573
C -3.266 3.856 3.183
C -4.556 3.371 3.975
C -5.728 2.955 2.958
C -5.504 1.411 2.593
C -4.712 1.356 1.221
C -4.410 -0.188 0.880
C -3.034 -0.211 0.079
C -1.936 -1.206 0.719
C -1.178 -1.839 -0.505
C -1.656 -3.054 -1.229
C -2.949 -3.747 -0.704
C -2.654 -5.123 0.080
C -2.185 -4.912 1.569
O -1.136 -3.954 1.733
C -0.931 -3.586 -2.407
S -1.437 -5.040 -3.374
C -1.991 -4.395 -5.015
O -2.562 -5.798 -2.805
O -0.319 -5.988 -3.573
C 0.341 -2.909 -2.848
C 1.211 -3.380 -4.064
C 0.817 -1.733 -2.105
C 0.062 -1.171 -0.932
C 0.666 0.088 -0.198
O 0.009 1.035 0.167
C 2.228 0.013 -0.004
C 2.860 0.424 1.245
C 4.338 0.282 1.372
C 5.069 -0.263 0.224
N 6.525 -0.468 0.295
C 7.133 0.607 0.354
O 7.651 1.626 0.134
C 4.428 -0.676 -1.054
C 2.977 -0.540 -1.174
C 2.155 -0.977 -2.449
O 2.520 -0.711 -3.568
H -2.093 4.444 6.987
H -2.211 3.306 5.597
H -0.745 4.438 5.771
H -3.634 5.674 5.555
H -2.002 6.454 5.284
H -1.793 5.484 2.999
H -3.495 6.056 3.164
H -2.445 3.103 3.325
H -3.534 3.890 2.085
H -4.308 2.491 4.664
H -4.959 4.247 4.563
H -6.749 3.038 3.425
H -5.634 3.589 2.029
H -6.472 0.851 2.434
H -4.887 0.877 3.377
H -5.237 1.862 0.366
H -3.706 1.840 1.356
H -4.352 -0.827 1.801
H -5.231 -0.558 0.182
H -3.265 -0.668 -0.936
H -2.611 0.806 -0.142
H -1.248 -0.605 1.380
H -2.520 -1.953 1.311
H -3.683 -4.020 -1.511
H -3.521 -3.113 0.040
H -3.514 -5.844 0.007
H -1.791 -5.621 -0.458
H -1.767 -5.912 1.916
H -3.069 -4.723 2.255
H -0.277 -4.380 1.877
H -2.970 -3.867 -4.814
H -1.255 -3.665 -5.438
H -2.200 -5.274 -5.688
H 2.101 -3.925 -3.642
H 1.516 -2.534 -4.745
H 0.684 -4.116 -4.733
H 2.233 0.825 2.088
H 4.838 0.561 2.335
H 4.998 -1.087 -1.924
C 0.667 -3.427 -8.094
O 1.497 -4.123 -7.171
H 0.916 -2.368 -8.056
H 0.840 -3.802 -9.105
H -0.383 -3.561 -7.823
H 1.259 -5.057 -7.223
C 3.772 -6.656 -4.903
O 3.137 -5.386 -4.839
H 4.219 -6.872 -3.934
H 3.035 -7.428 -5.140
H 4.555 -6.643 -5.666
H 2.748 -5.217 -5.707
C 8.539 5.359 -0.132
O 9.342 4.635 0.790
H 8.812 6.412 -0.085
H 8.713 4.985 -1.144
H 7.484 5.246 0.132
H 9.079 3.708 0.727
C -4.701 0.945 7.458
O -3.666 0.921 6.483
H -5.212 1.905 7.401
H -5.417 0.143 7.259
H -4.274 0.822 8.456
H -3.229 0.065 6.551
C 10.376 -0.515 -0.195
O 10.647 -1.140 -1.443
H 11.296 -0.484 0.387
H 10.020 0.505 -0.363
H 9.622 -1.090 0.350
H 9.821 -1.156 -1.940
C 1.015 5.670 1.227
O 0.365 6.933 1.298
H 1.458 5.447 2.197
H 0.286 4.895 0.976
H 1.803 5.700 0.470
H -0.017 7.104 0.431
C -8.075 -0.492 -1.405
O -7.241 -1.198 -0.495
H -7.830 0.568 -1.352
H -7.904 -0.851 -2.422
H -9.124 -0.633 -1.133
H -7.475 -2.131 -0.559
C 4.448 4.638 -0.794
O 5.410 4.429 -1.820
H 3.837 5.499 -1.060
H 3.809 3.756 -0.698
H 4.954 4.834 0.156
H 5.938 3.664 -1.563
```


> Which value of charge does entry 6 give?

0


> F_max of number 3 (C4H3O4)?

1.5 eV Å⁻¹


> Which value of F_max does entry 2 give?

7.0 eV Å⁻¹


> Which formula does entry 3 have?

C4H3O4